Below is the ion C5H12N2 with charge -1, with properties calculated with wB97M-V/def2-TZVPD.

Output
- orbital gap (spin up / spin down) (eV) = 2.71 / 7.79
- E_LUMO (spin up / spin down) (eV) = 3.9673 / 3.8611
- net charge = -1
- ΔE to the lowest compared entry with this formula, charge and spin (eV) = 0.863
- multiplicity = 2

Last column: Löwdin charge in e.
CARTESIAN COORDINATES (ANGSTROEM)
C: -0.6215 1.3810 -1.8690  -0.15
C: -1.1875 1.2888 -0.4473  -0.25
C: 0.0026 1.0742 0.5160  -0.23
C: 0.5551 -0.3294 0.5890  -0.43
C: -0.2463 -1.3910 0.7340  -0.42
N: 0.2973 -2.6535 1.0628  -0.08
N: 1.9685 -0.4730 0.3590  0.02
H: -1.4862 1.2152 -2.5359  0.06
H: -0.2876 2.3679 -2.2076  0.06
H: 0.1239 0.7414 -2.2882  0.05
H: -1.5949 2.2875 -0.2914  0.09
H: -1.8753 0.4611 -0.3177  0.08
H: -0.2918 1.4544 1.5039  0.08
H: 0.8562 1.7006 0.2497  0.09
H: -1.3055 -1.2407 0.8939  0.06
H: 0.9128 -2.6009 1.8781  -0.03
H: -0.4178 -3.3671 1.1434  -0.04
H: 2.1928 -1.2732 -0.2230  0.04
H: 2.4053 -0.6434 1.2502  0.01